[1]
Below is 6 unconnected molecules or ions with the total composition C36H74BF9NO13, with properties calculated with the ωB97M-V functional and the def2-TZVPD basis.

The geometry in XYZ format:
```
134
Properties=species:S:1:pos:R:3
C -3.63 5.11 -1.98
C -4.01 4.55 -3.48
C -2.92 3.41 -4.06
C -2.31 4.11 -5.45
C -3.80 2.06 -4.34
O -4.24 1.89 -5.76
B -4.86 0.52 -5.78
C -4.55 -0.11 -7.30
N -6.39 0.66 -5.62
O -4.22 -0.23 -4.67
C -3.17 0.58 -3.98
C -3.42 0.15 -2.42
C -2.61 1.05 -1.31
C -1.08 0.55 -0.99
F -0.75 -0.64 -1.81
F -1.03 0.10 0.45
C 0.09 1.67 -1.26
F 1.39 1.01 -0.89
F 0.25 2.07 -2.69
C -0.06 3.06 -0.39
F -1.11 3.03 0.65
F -0.48 4.12 -1.38
C 1.41 3.60 0.19
F 2.43 3.76 -0.89
F 1.16 5.00 0.70
F 1.89 2.83 1.37
C -1.82 0.07 -4.77
C -1.76 -1.71 -4.65
C -2.34 -2.53 -6.07
O -0.76 -2.42 -5.62
H -3.03 4.35 -1.31
H -3.13 6.19 -2.04
H -4.67 5.29 -1.42
H -4.04 5.46 -4.21
H -5.10 4.12 -3.41
H -2.00 3.27 -3.35
H -3.14 4.36 -6.24
H -1.88 5.16 -5.08
H -1.39 3.52 -5.88
H -4.86 1.98 -3.79
H -4.99 -1.19 -7.44
H -3.39 -0.04 -7.54
H -5.11 0.63 -8.05
H -6.78 -0.07 -6.28
H -6.57 1.63 -6.01
H -4.58 0.32 -2.21
H -3.25 -1.01 -2.21
H -3.21 0.95 -0.29
H -2.62 2.22 -1.54
H -0.81 0.33 -4.24
H -1.83 0.22 -5.93
H -2.01 -2.23 -3.53
H -2.80 -3.60 -5.87
H -2.33 -1.98 -7.10
C -1.17 -5.74 2.21
O -0.87 -5.80 0.82
C -2.02 -5.54 0.01
C -2.02 -4.11 -0.52
O -2.16 -3.16 0.54
C -0.92 -2.57 0.91
H -0.22 -5.68 2.76
H -1.77 -4.86 2.47
H -1.69 -6.64 2.52
H -2.94 -5.75 0.57
H -1.98 -6.23 -0.84
H -2.87 -3.98 -1.19
H -1.11 -3.91 -1.10
H -0.63 -1.82 0.16
H -0.13 -3.31 1.01
H -1.05 -2.07 1.87
C 0.39 0.52 7.01
O -0.39 1.18 6.02
C 0.17 1.06 4.72
C -0.54 -0.02 3.90
O -0.32 -1.32 4.45
C -1.43 -1.78 5.21
H -0.22 0.41 7.92
H 0.70 -0.48 6.69
H 1.27 1.12 7.25
H 1.25 0.87 4.78
H 0.03 2.03 4.22
H -0.12 -0.02 2.88
H -1.61 0.20 3.81
H -2.23 -2.10 4.54
H -1.81 -1.00 5.89
H -1.10 -2.63 5.81
C -0.17 -11.40 -1.65
O -1.34 -10.59 -1.75
C -2.24 -10.80 -0.66
C -2.12 -9.69 0.39
O -0.84 -9.71 1.03
C 0.05 -8.73 0.51
H 0.58 -11.01 -2.34
H 0.25 -11.39 -0.64
H -0.41 -12.43 -1.93
H -2.08 -11.78 -0.21
H -3.25 -10.78 -1.07
H -2.87 -9.85 1.16
H -2.31 -8.70 -0.06
H -0.22 -7.75 0.89
H 0.04 -8.71 -0.59
H 1.06 -8.98 0.84
C 2.87 3.94 7.75
O 3.58 2.93 7.03
C 4.62 3.46 6.22
C 5.99 3.30 6.89
O 6.09 4.09 8.08
C 5.90 3.32 9.26
H 2.28 3.46 8.53
H 3.55 4.66 8.21
H 2.19 4.46 7.07
H 4.43 4.51 5.98
H 4.62 2.90 5.28
H 6.76 3.66 6.20
H 6.20 2.25 7.10
H 6.80 2.74 9.47
H 5.04 2.65 9.17
H 5.72 4.00 10.09
C 5.07 4.50 -1.21
O 6.48 4.32 -1.11
C 7.17 4.70 -2.30
C 7.79 6.10 -2.17
O 6.78 7.11 -2.05
C 6.60 7.53 -0.71
H 4.64 4.45 -0.20
H 4.81 5.46 -1.65
H 4.64 3.69 -1.81
H 6.49 4.65 -3.16
H 7.97 3.97 -2.46
H 8.35 6.31 -3.08
H 8.49 6.14 -1.33
H 7.42 8.19 -0.41
H 6.54 6.69 -0.02
H 5.66 8.09 -0.65
```

Output
- Highest occupied orbital energy: -4.402 eV
- Frontier orbital gap: 6.05 eV
- E_LUMO: 1.650 eV
- Net charge: -1

[2]
Below is 2 unconnected molecules or ions with the total composition C5H11O3P, with properties calculated with the ωB97M-V functional and the def2-TZVPD basis.

The geometry in XYZ format:
```
20
Properties=species:S:1:pos:R:3
C -1.03 0.08 -0.52
C -1.35 2.22 0.72
C 0.17 -2.55 -0.16
C -2.00 1.09 -0.17
C 3.78 -0.14 0.30
O 0.22 0.62 -0.75
O -2.57 -2.08 -0.05
O 2.79 -0.64 -0.26
P -1.28 -1.46 0.20
H -2.15 2.90 1.05
H -0.83 1.90 1.65
H -0.62 3.00 0.25
H 1.08 -1.97 -0.18
H 0.16 -3.35 0.47
H 0.06 -2.84 -1.24
H -2.43 1.68 -1.09
H -2.76 0.47 0.11
H 4.51 -0.78 0.67
H 3.85 0.89 0.48
H 0.77 -0.15 -0.76
```

Output
- Highest occupied orbital energy: -7.569 eV
- Frontier orbital gap: 7.43 eV
- E_LUMO: -0.143 eV
- Net charge: 0
- Energy relative to the best compared isomer or geometry (same formula, charge and spin): 83.9 kcal per mole

[3]
Below is a molecular structure, C19H19ClIrN2O3, with properties calculated with the ωB97M-V functional and the def2-TZVPD basis.

The geometry in XYZ format:
```
45
Properties=species:S:1:pos:R:3
Cl -2.10 -1.43 1.82
C 0.11 -1.96 -1.39
C 0.37 -0.73 -2.08
C -0.81 0.05 -2.04
H 1.29 -0.46 -2.57
C -1.87 -0.73 -1.44
C -1.28 -2.01 -1.06
H -1.85 -2.85 -0.68
H 0.84 -2.74 -1.19
H -0.97 1.05 -2.47
C -3.30 -0.32 -1.32
Ir -0.58 -0.38 0.32
C -1.06 1.28 1.06
O -1.38 2.29 1.54
C 0.89 -0.62 1.49
O 1.82 -0.69 2.18
H -3.36 0.77 -1.27
H -3.73 -0.74 -0.41
H -3.88 -0.66 -2.18
C 4.71 3.75 2.09
N 3.54 3.22 1.40
N 3.56 2.07 0.68
C 2.46 2.06 -0.20
O 2.28 1.19 -1.07
C 1.75 3.27 0.11
C 2.45 3.95 1.05
C 2.17 5.29 1.64
C 4.54 1.06 0.79
C 5.18 0.77 2.01
C 6.09 -0.30 2.08
C 6.30 -1.13 0.97
C 5.62 -0.87 -0.23
C 4.80 0.25 -0.33
H 4.85 3.25 3.05
H 4.56 4.81 2.29
H 5.61 3.64 1.48
H 0.83 3.58 -0.36
H 2.22 5.26 2.74
H 2.86 6.06 1.27
H 1.15 5.61 1.36
H 4.97 1.36 2.90
H 6.64 -0.47 3.02
H 6.99 -1.98 1.04
H 5.74 -1.53 -1.09
H 4.32 0.49 -1.28
```

Output
- Highest occupied orbital energy (alpha / beta): -12.490 / -15.195 eV
- Expectation value of S²: 8.797
- Frontier orbital gap (alpha / beta): 6.59 / 5.17 eV
- E_LUMO (alpha / beta): -5.902 / -10.028 eV
- 2S+1: 6
- Net charge: +2

[4]
Below is a single C2H5NOS molecule, with properties calculated with the ωB97M-V functional and the def2-TZVPD basis.

The geometry in XYZ format:
```
10
Properties=species:S:1:pos:R:3
C -0.59 0.73 0.12
C 0.66 -1.30 -0.31
N 0.61 1.28 -0.38
O 2.59 0.04 0.82
S 1.88 0.08 -0.45
H -1.43 0.67 -0.55
H -0.79 0.73 1.19
H 0.73 -1.86 0.59
H 0.34 -1.76 -1.23
H 0.88 2.17 0.01
```

Output
- Highest occupied orbital energy (alpha / beta): -8.793 / -8.524 eV
- Frontier orbital gap (alpha / beta): 8.43 / 7.88 eV
- E_LUMO (alpha / beta): -0.367 / -0.640 eV
- Net charge: 0
- Energy relative to the best compared isomer or geometry (same formula, charge and spin): 116.7 kcal per mole

[5]
Below is a molecular structure, C28H25FN2O4S2, with properties calculated with the ωB97M-V functional and the def2-TZVPD basis.

The geometry in XYZ format:
```
62
Properties=species:S:1:pos:R:3
C -3.53 -1.26 0.09
C -3.03 0.02 0.60
N -3.89 1.00 1.00
C -5.33 0.90 0.94
C -3.18 2.08 1.55
C -1.81 1.73 1.54
C -0.93 2.54 2.25
C -1.40 3.74 2.80
C -2.76 4.09 2.74
C -3.68 3.24 2.13
C -1.69 0.46 0.82
C -0.51 -0.13 0.39
C 0.75 0.39 0.72
C 1.75 -0.22 1.53
C 1.70 -1.53 2.20
N 2.82 0.62 1.60
C 3.99 0.36 2.42
C 2.59 1.78 0.86
C 1.30 1.66 0.28
C 0.75 2.72 -0.42
C 1.45 3.94 -0.43
C 2.70 4.07 0.20
C 3.30 2.97 0.84
H -2.67 -1.91 -0.08
H -4.21 -1.75 0.80
H -4.06 -1.13 -0.87
H -5.76 1.83 1.30
H -5.67 0.72 -0.09
H -5.70 0.07 1.57
H 0.10 2.24 2.37
H -0.69 4.41 3.30
H -3.10 5.02 3.20
H -4.75 3.44 2.09
H -0.50 -1.09 -0.44
H 0.73 -1.97 1.95
H 2.49 -2.20 1.85
H 1.77 -1.41 3.30
H 4.67 1.22 2.35
H 3.70 0.21 3.47
H 4.52 -0.54 2.08
H -0.20 2.58 -0.93
H 1.00 4.80 -0.93
H 3.20 5.03 0.19
H 4.27 3.03 1.34
F -1.43 -0.92 -2.30
C -0.40 -1.54 -1.65
S 1.20 -1.12 -2.38
O 1.06 -0.13 -3.42
O 2.16 -0.95 -1.31
C 1.57 -2.71 -3.14
C 0.75 -3.75 -2.75
C 0.91 -5.03 -3.27
C 1.92 -5.24 -4.22
C 2.74 -4.18 -4.62
C 2.58 -2.91 -4.07
S -0.56 -3.34 -1.60
O -0.17 -3.69 -0.25
O -1.81 -3.78 -2.18
H 0.24 -5.82 -2.93
H 2.03 -6.23 -4.65
H 3.51 -4.34 -5.38
H 3.20 -2.06 -4.37
```

Output
- Highest occupied orbital energy: -6.512 eV
- Frontier orbital gap: 5.83 eV
- E_LUMO: -0.680 eV
- Net charge: 0
- Energy relative to the best compared isomer or geometry (same formula, charge and spin): 0.0 kcal per mole

[6]
Below is 6 unconnected molecules or ions with the total composition C4H18N2O7, with properties calculated with the ωB97M-V functional and the def2-TZVPD basis.

The geometry in XYZ format:
```
31
Properties=species:S:1:pos:R:3
N -1.30 2.84 0.55
C -0.82 2.16 -0.52
O -0.64 2.64 -1.62
C -0.41 0.74 -0.15
C 1.14 0.65 -0.14
N 1.64 1.56 0.87
C 1.53 -0.78 0.17
O 2.13 -1.11 1.16
H -1.57 3.81 0.57
H -1.63 2.35 1.36
H -0.73 -0.12 -0.71
H -0.99 0.37 0.70
H 1.33 0.85 -1.20
H 1.71 2.52 0.54
H 2.56 1.45 1.27
H 1.36 -1.53 -0.65
O 2.72 -2.60 -1.37
H 3.38 -3.26 -1.12
H 1.94 -3.17 -1.37
O -0.29 -2.67 -1.30
H -0.84 -1.90 -1.13
H -0.17 -2.70 -2.25
O -1.96 -0.03 -2.46
H -1.91 0.35 -3.35
H -2.69 0.49 -2.11
O 0.16 2.02 3.40
H 0.89 1.42 3.57
H 0.14 2.18 2.46
O -2.40 -2.66 1.28
H -2.64 -2.59 2.21
H -1.66 -3.28 1.33
```

Output
- Highest occupied orbital energy: -9.146 eV
- Frontier orbital gap: 9.53 eV
- E_LUMO: 0.384 eV
- Net charge: 0
- SMILES: NC(=O)C[C@@H](N)C=O.O.O.O.O.O
- Energy relative to the best compared isomer or geometry (same formula, charge and spin): 80.1 kcal per mole

[7]
Below is a molecular structure, C22H39Cl3GaN3O3Si, with properties calculated with the ωB97M-V functional and the def2-TZVPD basis.

The geometry in XYZ format:
```
72
Properties=species:S:1:pos:R:3
C -1.45 -1.92 -5.09
C -0.94 -2.27 -3.73
H -1.51 -2.80 -5.73
H -0.79 -1.19 -5.59
H -2.45 -1.47 -5.01
C -0.18 -3.34 -3.47
C 0.14 -4.40 -4.46
H 0.27 -3.46 -2.48
H 0.81 -4.04 -5.26
H -0.76 -4.81 -4.93
H 0.66 -5.23 -3.96
Ga -3.04 1.62 1.51
Cl -3.92 2.24 3.38
Cl 1.11 1.51 -1.08
H 0.98 3.85 2.01
H -0.56 6.15 3.22
C 0.54 4.39 1.15
C -0.84 6.23 2.15
N -0.78 4.93 1.48
H 0.49 3.71 0.29
C -1.85 4.16 1.48
O -1.82 2.97 0.98
H -1.87 6.61 2.08
H -2.78 4.54 1.92
H 1.18 5.24 0.92
H -0.14 6.91 1.65
H 2.13 -1.01 -2.73
H 2.73 -3.78 -2.20
C 3.19 -1.05 -2.45
C 3.61 -3.37 -1.68
N 3.39 -1.97 -1.34
H 3.51 -0.04 -2.17
C 3.58 -1.52 -0.07
O 3.39 -0.37 0.31
H 3.77 -3.92 -0.75
H 3.92 -2.33 0.61
H 3.76 -1.41 -3.32
H 4.49 -3.48 -2.33
O -0.14 -0.23 -2.82
C -1.18 -1.20 -2.68
C 0.02 -2.01 -0.62
C -1.19 -1.75 -1.26
H 0.93 -1.55 -1.01
C 0.06 -2.95 0.42
H -2.13 -0.70 -2.89
C -2.39 -2.17 -0.67
H 1.04 -3.25 0.82
C -1.12 -3.48 0.91
C -2.35 -3.07 0.40
H -3.33 -1.82 -1.12
H -1.09 -4.23 1.71
H -3.29 -3.46 0.81
Si 0.00 1.38 -2.96
Cl -4.16 0.88 -0.06
C 1.40 2.48 -3.75
C -1.49 2.38 -2.37
C -0.64 1.33 -4.86
H 1.65 3.32 -3.09
H 1.09 2.94 -4.71
H 2.31 1.90 -3.94
H 0.10 0.81 -5.49
H -0.78 2.34 -5.28
H -1.60 0.81 -4.96
H -2.15 1.79 -1.73
H -2.08 2.73 -3.23
H -1.19 3.26 -1.78
C 0.71 -0.58 2.62
C -0.55 -0.07 2.21
N -1.57 0.42 1.93
H 0.96 -0.20 3.63
H 1.50 -0.28 1.91
H 0.68 -1.68 2.67
```

Output
- Highest occupied orbital energy: -6.233 eV
- Frontier orbital gap: 5.98 eV
- E_LUMO: -0.255 eV
- Net charge: 0
- Energy relative to the best compared isomer or geometry (same formula, charge and spin): 29.8 kcal per mole

[8]
Below is 10 unconnected molecules or ions with the total composition C25H75N5O10, with properties calculated with the ωB97M-V functional and the def2-TZVPD basis.

The geometry in XYZ format:
```
115
Properties=species:S:1:pos:R:3
C 2.32 -4.38 1.24
O 1.19 -3.77 0.63
C 0.89 -4.37 -0.63
C -0.02 -3.38 -1.32
C -1.31 -3.12 -0.54
N -0.49 -3.85 -2.63
H 2.00 -5.37 1.57
H 2.52 -3.80 2.15
H 3.23 -4.38 0.64
H 1.80 -4.52 -1.21
H 0.41 -5.35 -0.50
H 0.49 -2.42 -1.49
H -1.92 -2.35 -1.02
H -1.08 -2.73 0.46
H -1.95 -3.99 -0.38
H 0.34 -4.01 -3.22
H -0.93 -3.13 -3.19
C 4.94 -1.06 -2.35
O 3.81 -0.41 -1.83
C 3.28 -1.07 -0.69
C 2.13 -0.21 -0.15
C 2.57 1.23 0.17
N 1.52 -0.82 1.03
H 5.76 -1.15 -1.63
H 5.41 -0.40 -3.09
H 4.74 -2.05 -2.78
H 2.92 -2.07 -0.98
H 4.03 -1.18 0.11
H 1.44 -0.18 -1.00
H 3.25 1.60 -0.60
H 3.14 1.17 1.10
H 1.68 1.85 0.18
H 1.10 -1.70 0.77
H 2.22 -0.99 1.75
C 0.28 -0.51 -3.86
O -0.56 -1.27 -4.70
C -0.14 -1.20 -6.05
C -1.03 -2.09 -6.92
C -0.96 -3.54 -6.46
N -0.59 -1.92 -8.33
H -0.19 -0.57 -2.88
H 0.28 0.55 -4.14
H 1.33 -0.83 -3.88
H -0.29 -0.17 -6.40
H 0.90 -1.52 -6.18
H -2.03 -1.65 -6.83
H -1.05 -3.62 -5.38
H -0.03 -4.01 -6.79
H -1.74 -4.20 -6.86
H -1.23 -2.44 -8.91
H -0.86 -0.94 -8.48
C -1.88 6.81 -3.15
O -2.23 5.60 -2.52
C -1.75 5.54 -1.19
C -0.28 5.10 -1.04
C -0.11 3.67 -1.57
N 0.25 5.19 0.28
H -2.46 7.63 -2.70
H -2.15 6.77 -4.21
H -0.83 7.08 -3.06
H -1.95 6.48 -0.65
H -2.39 4.83 -0.67
H 0.33 5.73 -1.70
H -0.56 2.93 -0.90
H 0.91 3.30 -1.68
H -0.64 3.56 -2.51
H -0.17 4.56 0.95
H 0.23 6.13 0.66
C 4.79 -1.53 3.13
O 3.41 -1.24 3.27
C 2.90 -1.88 4.44
C 1.43 -1.45 4.61
C 1.26 0.05 4.57
N 0.78 -1.97 5.82
H 5.37 -1.01 3.90
H 5.09 -1.06 2.20
H 5.09 -2.58 3.17
H 3.00 -2.97 4.36
H 3.49 -1.63 5.33
H 0.88 -1.97 3.82
H 0.22 0.35 4.48
H 1.79 0.50 3.73
H 1.63 0.52 5.49
H 1.18 -2.90 6.00
H 1.14 -1.51 6.67
C -2.31 -1.39 3.88
O -1.66 -2.50 4.51
H -3.08 -1.86 3.27
H -2.85 -0.74 4.57
H -1.59 -0.92 3.21
H -0.86 -2.22 4.99
C -4.25 3.85 2.19
O -5.30 3.44 3.03
H -4.03 4.86 2.54
H -3.40 3.16 2.25
H -4.49 3.88 1.12
H -5.45 2.48 2.97
C -0.22 3.24 3.71
O -0.90 3.50 2.50
H -0.69 2.53 4.39
H 0.83 2.99 3.56
H -0.23 4.18 4.27
H -0.83 2.66 2.00
C -1.67 0.54 0.37
O -0.79 0.84 1.45
H -2.33 -0.30 0.61
H -2.25 1.43 0.14
H -1.10 0.32 -0.54
H -0.02 0.24 1.40
C -5.04 -0.29 1.77
O -5.87 0.80 2.15
H -4.88 -0.43 0.70
H -4.02 -0.08 2.11
H -5.31 -1.21 2.29
H -6.72 0.58 1.76
```

Output
- Highest occupied orbital energy: -8.400 eV
- Frontier orbital gap: 8.75 eV
- E_LUMO: 0.348 eV
- Net charge: 0
- SMILES: COC[C@H](C)N.COC[C@H](C)N.COC[C@H](C)N.COC[C@H](C)N.COC[C@H](C)N.CO.CO.CO.CO.CO
- Energy relative to the best compared isomer or geometry (same formula, charge and spin): 6.0 kcal per mole

One value per record, in order, for E: -91758.05959 -20791.37836 -44473.55734 -16523.31905 -64995.24885 -21751.89265 -131884.02033 -55062.52015 eV.